1.
{"formula": "C28H81N3O11", "method": "ωB97M-V with the def2-TZVPD basis set", "multiplicity": 2, "charge": -1, "orbital_gap_ev": [1.5, 8.9], "elements": ["C", "C", "O", "H", "H", "H", "H", "H", "H", "C", "C", "O", "H", "H", "H", "H", "H", "H", "C", "C", "O", "H", "H", "H", "H", "H", "H", "C", "C", "O", "H", "H", "H", "H", "H", "H", "C", "C", "O", "H", "H", "H", "H", "H", "H", "C", "C", "O", "H", "H", "H", "H", "H", "H", "C", "C", "O", "H", "H", "H", "H", "H", "H", "C", "C", "O", "H", "H", "H", "H", "H", "H", "C", "C", "C", "O", "C", "N", "H", "H", "H", "H", "H", "H", "H", "H", "H", "H", "H", "C", "C", "C", "O", "C", "N", "H", "H", "H", "H", "H", "H", "H", "H", "H", "H", "H", "C", "C", "C", "O", "C", "N", "H", "H", "H", "H", "H", "H", "H", "H", "H", "H", "H"], "positions_angstrom": [[-1.903, -2.381, -4.218], [-2.416, -1.012, -4.687], [-2.990, -0.310, -3.651], [-1.441, -2.336, -3.231], [-1.243, -2.771, -4.993], [-2.786, -3.012, -4.117], [-3.181, -1.090, -5.460], [-1.641, -0.445, -5.203], [-3.369, 0.461, -4.078], [1.534, -2.292, 3.209], [1.486, -2.929, 4.568], [1.736, -4.282, 4.414], [1.030, -2.975, 2.526], [2.518, -2.112, 2.775], [1.062, -1.310, 3.236], [0.472, -2.864, 4.960], [2.152, -2.556, 5.347], [0.956, -4.746, 4.101], [2.632, 2.703, -2.428], [2.056, 3.549, -1.327], [2.461, 4.918, -1.395], [2.551, 3.133, -3.427], [2.010, 1.810, -2.481], [3.659, 2.470, -2.149], [2.373, 3.091, -0.391], [0.971, 3.501, -1.236], [1.855, 5.550, -1.003], [-5.533, 0.875, -0.804], [-6.590, 0.008, -1.542], [-7.838, 0.740, -1.475], [-5.651, 0.901, 0.279], [-5.539, 1.933, -1.066], [-4.511, 0.516, -0.931], [-6.804, -0.939, -1.045], [-6.272, -0.332, -2.528], [-8.581, 0.139, -1.562], [-1.266, 4.119, -3.783], [-1.927, 4.563, -2.482], [-3.261, 4.065, -2.427], [-0.229, 4.438, -3.677], [-1.769, 4.597, -4.623], [-1.340, 3.033, -3.850], [-1.937, 5.626, -2.242], [-1.372, 4.114, -1.659], [-3.516, 4.161, -1.506], [-3.553, -1.415, 3.968], [-2.766, -0.883, 2.742], [-3.119, -1.707, 1.636], [-4.603, -1.634, 3.768], [-3.687, -0.626, 4.707], [-3.059, -2.229, 4.497], [-1.704, -0.913, 2.987], [-3.082, 0.151, 2.605], [-2.660, -1.318, 0.888], [-0.316, 1.684, 3.811], [1.153, 2.038, 3.412], [1.907, 2.312, 4.542], [-0.960, 1.473, 2.957], [-0.764, 2.493, 4.389], [-0.360, 0.788, 4.430], [1.204, 2.837, 2.673], [1.649, 1.205, 2.915], [1.718, 3.200, 4.853], [1.384, -0.730, -3.942], [2.658, -1.517, -3.712], [2.308, -2.699, -3.088], [0.928, -0.394, -3.011], [0.625, -1.233, -4.542], [1.667, 0.190, -4.452], [3.301, -0.907, -3.078], [3.170, -1.706, -4.656], [2.552, -3.507, -3.545], [-1.790, 1.402, -0.301], [-1.055, 0.111, -0.732], [0.155, -0.342, 0.074], [1.260, 0.502, -0.264], [2.538, -0.097, -0.066], [-2.031, -0.942, -0.752], [-2.604, 1.613, -0.994], [-1.116, 2.242, -0.132], [-2.309, 1.220, 0.640], [-0.665, 0.233, -1.743], [0.456, -1.366, -0.147], [-0.061, -0.395, 1.141], [2.759, -0.068, 1.001], [3.335, 0.492, -0.521], [2.583, -1.131, -0.406], [-2.586, -0.812, -1.586], [-1.543, -1.796, -0.983], [-4.969, -5.357, -1.813], [-3.871, -4.525, -1.063], [-2.445, -4.784, -1.601], [-1.532, -3.843, -1.016], [-0.163, -4.189, -1.394], [-4.228, -3.132, -1.258], [-5.975, -5.261, -1.405], [-4.766, -6.415, -1.646], [-5.034, -5.195, -2.889], [-3.843, -4.758, 0.001], [-2.519, -4.697, -2.685], [-2.209, -5.839, -1.461], [0.182, -5.167, -1.057], [0.575, -3.509, -0.968], [-0.054, -4.185, -2.479], [-4.102, -2.834, -2.214], [-3.517, -2.712, -0.676], [8.509, 3.677, 3.720], [7.233, 3.243, 4.385], [6.372, 2.255, 3.653], [5.943, 2.895, 2.430], [5.125, 2.002, 1.681], [7.599, 2.733, 5.687], [9.166, 4.226, 4.395], [8.157, 4.418, 3.002], [9.135, 2.914, 3.257], [6.616, 4.104, 4.641], [5.516, 1.978, 4.268], [6.895, 1.306, 3.536], [5.369, 0.959, 1.476], [4.746, 2.446, 0.761], [4.189, 1.779, 2.192], [8.182, 1.909, 5.685], [8.194, 3.420, 6.128]]}

2.
{"formula": "C7H10", "method": "ωB97M-V with the def2-TZVPD basis set", "orbital_gap_ev": 10.0, "relative_energy_ev": 4.150, "elements": ["C", "C", "C", "C", "C", "C", "C", "H", "H", "H", "H", "H", "H", "H", "H", "H", "H"], "positions_angstrom": [[1.013, -0.106, 1.551], [1.039, 0.662, 0.246], [0.646, -0.038, -1.014], [-0.120, -1.215, -1.098], [-0.187, 1.444, -0.166], [-1.437, 1.008, 0.147], [-2.200, 0.005, 0.022], [1.830, -0.835, 1.582], [1.133, 0.582, 2.394], [0.068, -0.639, 1.687], [1.949, 1.254, 0.140], [0.982, 0.420, -1.940], [-1.436, -0.758, -0.779], [-0.210, -1.665, -2.086], [-0.051, -1.934, -0.282], [-0.037, 2.327, -0.781], [-3.073, -0.438, 0.478]]}

3.
{"formula": "C4H6N2O", "method": "ωB97M-V with the def2-TZVPD basis set", "orbital_gap_ev": 8.9, "relative_energy_ev": 4.724, "elements": ["H", "N", "C", "O", "C", "C", "H", "H", "H", "H", "C", "N", "H"], "positions_angstrom": [[2.558, -1.024, -2.120], [1.776, -0.767, -1.528], [2.177, -0.290, -0.438], [1.326, 0.081, 0.540], [0.003, 0.202, 0.255], [-0.814, 0.305, 1.333], [3.195, -0.108, -0.095], [-0.214, 0.036, -0.807], [-0.566, -0.348, 2.157], [-1.420, 1.161, 1.612], [-2.621, 0.267, -0.242], [-3.593, -0.280, 0.059], [-1.807, 0.765, -0.728]]}

4.
{"formula": "C29H46MnP2Se", "method": "ωB97M-V with the def2-TZVPD basis set", "multiplicity": 5, "charge": 1, "orbital_gap_ev": [5.7, 6.2], "elements": ["Mn", "C", "C", "C", "C", "C", "C", "H", "H", "H", "C", "H", "H", "H", "C", "H", "H", "H", "C", "H", "H", "H", "C", "H", "H", "H", "C", "C", "C", "C", "C", "C", "C", "C", "H", "H", "H", "H", "H", "H", "H", "H", "H", "H", "H", "H", "P", "C", "C", "P", "C", "C", "C", "H", "H", "H", "H", "H", "H", "H", "H", "H", "H", "H", "H", "H", "H", "Se", "C", "C", "C", "C", "C", "C", "H", "H", "H", "H", "H"], "positions_angstrom": [[-0.050, -0.514, 0.406], [-0.730, -2.260, 1.445], [0.575, -2.487, 0.815], [0.783, -0.803, 2.450], [-0.590, -1.182, 2.400], [1.515, -1.628, 1.533], [-1.913, -3.183, 1.536], [-1.765, -4.165, 1.042], [-2.832, -2.708, 1.141], [-2.074, -3.368, 2.639], [-1.648, -0.821, 3.387], [-2.476, -1.536, 3.375], [-2.079, 0.170, 3.174], [-1.227, -0.789, 4.407], [1.445, -0.017, 3.527], [0.978, -0.212, 4.504], [1.373, 1.061, 3.332], [2.511, -0.252, 3.612], [2.985, -1.878, 1.734], [3.101, -2.306, 2.753], [3.569, -0.938, 1.715], [3.436, -2.573, 1.023], [0.985, -3.702, 0.049], [1.256, -4.530, 0.741], [1.868, -3.503, -0.577], [0.179, -4.049, -0.611], [-1.191, 1.128, -2.788], [-1.640, -0.191, -2.943], [-1.029, -0.972, -4.127], [0.465, -0.985, -4.257], [1.341, -0.616, -3.084], [1.808, 0.722, -2.949], [1.180, 1.855, -3.632], [-0.352, 1.817, -3.811], [-1.433, -0.565, -5.088], [0.769, -0.412, -5.147], [-1.440, -2.013, -4.125], [-0.577, 1.496, -4.840], [-1.672, 1.778, -2.066], [-2.765, -0.370, -3.012], [-0.687, 2.848, -3.845], [1.452, 2.798, -3.125], [2.835, 0.939, -2.644], [1.637, 1.950, -4.629], [0.771, -1.992, -4.545], [1.996, -1.422, -2.715], [-1.991, -0.791, -0.886], [-3.324, 0.475, -0.783], [-2.330, -2.392, -1.625], [2.174, 0.262, -0.325], [0.568, -0.058, -1.207], [3.636, -0.748, -0.970], [2.386, 2.090, -0.481], [-2.979, 1.334, -0.172], [-4.197, 0.004, -0.312], [-3.612, 0.829, -1.787], [-1.463, -2.682, -2.291], [-3.281, -2.276, -2.219], [-2.452, -3.189, -0.845], [2.062, 2.423, -1.480], [3.434, 2.403, -0.335], [1.739, 2.591, 0.249], [0.246, 0.931, -1.470], [0.380, -0.942, -1.924], [4.478, -0.703, -0.253], [4.034, -0.388, -1.927], [3.354, -1.808, -1.093], [-0.719, 1.539, 1.128], [-0.870, 2.688, 2.750], [-1.105, 4.013, 2.390], [-1.396, 4.949, 3.373], [-1.411, 4.547, 4.715], [-1.127, 3.229, 5.084], [-0.828, 2.292, 4.077], [-1.079, 4.276, 1.340], [-1.598, 5.973, 3.074], [-1.656, 5.311, 5.503], [-1.138, 2.919, 6.130], [-0.578, 1.281, 4.393]]}

5.
{"formula": "C3H9N2O", "method": "ωB97M-V with the def2-TZVPD basis set", "charge": -1, "orbital_gap_ev": 6.9, "relative_energy_ev": 1.270, "elements": ["N", "C", "C", "N", "C", "O", "H", "H", "H", "H", "H", "H", "H", "H", "H"], "positions_angstrom": [[-1.104, -0.161, -2.042], [0.301, -0.163, -1.510], [0.391, 0.651, -0.235], [-0.468, 0.198, 0.834], [0.316, -0.054, 2.251], [-0.116, -1.099, 2.907], [-1.484, -1.104, -1.970], [-1.652, 0.255, -1.276], [0.633, -1.187, -1.306], [0.901, 0.223, -2.336], [1.452, 0.817, 0.018], [0.036, 1.664, -0.537], [-0.708, -0.775, 0.632], [0.146, 0.957, 2.666], [1.356, -0.222, 1.905]]}

6.
{"formula": "C20H22NO2Si2W", "method": "ωB97M-V with the def2-TZVPD basis set", "charge": 3, "orbital_gap_ev": [6.3, 6.3], "elements": ["W", "O", "C", "O", "C", "C", "C", "C", "C", "C", "C", "C", "C", "N", "H", "H", "H", "H", "H", "H", "C", "Si", "C", "C", "C", "C", "C", "C", "C", "Si", "C", "C", "H", "H", "H", "H", "H", "H", "H", "H", "H", "H", "H", "H", "H", "H", "H", "H"], "positions_angstrom": [[-0.485, -0.663, -0.068], [-2.275, 1.984, -0.359], [-1.546, 1.325, 0.334], [-0.201, 1.248, 0.042], [-1.930, 0.523, 1.525], [-3.038, 0.787, 2.328], [-3.217, 0.042, 3.471], [-2.326, -0.997, 3.811], [-2.456, -1.789, 4.969], [-1.589, -2.824, 5.197], [-0.564, -3.132, 4.274], [-0.394, -2.379, 3.143], [-1.250, -1.286, 2.915], [-1.060, -0.496, 1.818], [-3.693, 1.608, 2.067], [-4.050, 0.256, 4.130], [-3.257, -1.574, 5.665], [-1.683, -3.422, 6.094], [0.091, -3.970, 4.473], [0.401, -2.578, 2.433], [-0.621, -2.506, -0.970], [1.965, -0.344, -0.484], [3.329, -0.345, 0.783], [2.387, 0.443, -2.105], [3.594, 0.121, -2.738], [3.897, 0.629, -3.992], [3.005, 1.485, -4.620], [1.823, 1.849, -3.982], [1.481, 1.327, -2.736], [-0.201, 1.960, -2.168], [-1.432, 0.645, -2.766], [-0.328, 3.775, -1.852], [-0.178, -3.426, -0.574], [-0.915, -2.734, -1.996], [-1.600, -2.291, -0.343], [3.819, -1.322, 0.870], [2.962, -0.085, 1.779], [4.095, 0.379, 0.500], [4.306, -0.537, -2.253], [4.826, 0.359, -4.475], [3.225, 1.878, -5.603], [1.155, 2.546, -4.484], [-1.153, 0.293, -3.760], [-2.451, 1.031, -2.804], [-1.458, -0.261, -2.119], [-0.011, 4.333, -2.738], [0.341, 4.055, -1.035], [-1.342, 4.079, -1.597]]}

7.
{"formula": "C6H8N", "method": "ωB97M-V with the def2-TZVPD basis set", "charge": 1, "orbital_gap_ev": [8.0, 8.0], "relative_energy_ev": 6.694, "elements": ["C", "C", "C", "C", "C", "C", "N", "H", "H", "H", "H", "H", "H", "H", "H"], "positions_angstrom": [[-0.037, -0.673, -1.076], [0.415, 0.749, -0.940], [-0.183, 0.778, 0.214], [-0.178, -1.374, 0.153], [0.482, 1.548, -2.173], [-0.222, -0.629, 2.525], [-0.153, -0.510, 1.103], [-0.420, -0.952, -2.102], [-0.364, -2.398, 0.414], [0.905, 2.549, -1.847], [-0.499, 1.680, -2.413], [1.124, 0.888, -2.778], [0.178, -1.550, 3.042], [-1.280, -0.304, 2.746], [0.232, 0.198, 3.133]]}

Respective DFT total energy values: -2107.0672; -272.5655; -340.6213; -5367.1241; -304.4193; -1625.4957; -287.7102 hartree.